(1)
111
Properties=species:S:1:pos:R:3 method="wB97M-V/def2-TZVPD" multiplicity=2 charge=-2 e_above_lowest_kj_mol=0.0 e_lumo_ev="3.81 / 3.81" orbital_gap_ev="6.156 / 6.963" e_homo_ev="-2.349 / -3.157" e_tot_ha=-7311.3945
Pb -18.20 -0.84 15.18
I -17.70 -0.55 11.76
C -19.29 0.82 11.88
C -19.90 1.10 10.66
C -20.87 2.12 10.58
C -21.25 2.81 11.70
C -20.70 2.52 12.97
C -21.09 3.26 14.10
C -20.64 2.89 15.34
C -19.72 1.84 15.47
C -19.24 1.12 14.39
C -19.71 1.44 13.09
H -19.56 0.58 9.77
H -21.33 2.32 9.63
H -21.95 3.65 11.63
H -21.78 4.12 13.98
H -20.99 3.41 16.22
H -19.40 1.56 16.47
Cl -24.14 -3.37 19.55
C -22.85 -2.54 18.81
C -21.78 -2.06 19.62
C -20.70 -1.41 19.06
C -20.55 -1.26 17.68
O -19.46 -0.78 17.21
C -21.71 -1.68 16.84
C -21.69 -1.40 15.47
O -20.83 -0.76 14.82
C -22.78 -2.35 17.45
H -21.89 -2.21 20.70
H -19.89 -0.98 19.67
H -22.59 -1.69 14.91
H -23.63 -2.65 16.85
O -19.65 -5.49 13.62
Cl -19.93 -4.24 14.36
O -21.35 -4.03 14.55
O -19.34 -3.09 13.56
O -19.24 -4.27 15.67
C -15.28 -7.88 14.28
Si -16.78 -6.74 14.62
C -16.78 -6.33 16.48
C -18.31 -7.84 14.42
Ge -16.28 -4.86 13.23
Si -17.17 -5.18 11.04
C -17.06 -3.61 10.00
C -15.95 -6.51 10.38
C -18.96 -5.73 10.80
Si -13.98 -4.22 13.09
C -13.18 -5.85 12.57
C -13.73 -2.82 11.83
C -13.23 -3.60 14.73
H -15.52 -8.86 14.72
H -14.39 -7.47 14.73
H -15.05 -8.10 13.23
H -17.03 -7.25 17.03
H -17.59 -5.61 16.63
H -15.84 -5.98 16.88
H -17.98 -8.84 14.76
H -18.64 -7.94 13.38
H -19.17 -7.50 15.04
H -16.16 -2.98 10.17
H -17.99 -3.03 10.19
H -17.08 -3.85 8.93
H -15.00 -6.08 10.02
H -16.39 -7.02 9.52
H -15.75 -7.31 11.10
H -19.64 -4.96 11.17
H -19.15 -6.73 11.20
H -19.13 -5.80 9.71
H -13.88 -6.68 12.39
H -12.46 -6.17 13.36
H -12.58 -5.74 11.68
H -13.75 -3.14 10.78
H -12.79 -2.30 12.04
H -14.53 -2.10 12.00
H -13.51 -4.28 15.54
H -13.58 -2.58 14.96
H -12.16 -3.59 14.67
F -15.10 -4.57 21.49
C -14.47 -3.52 20.87
F -13.22 -3.94 20.59
F -14.39 -2.52 21.80
C -15.19 -3.08 19.60
C -16.25 -2.18 19.72
C -16.95 -1.84 18.57
N -16.68 -2.34 17.38
C -15.66 -3.19 17.25
C -14.90 -3.57 18.32
H -16.53 -1.70 20.66
H -17.78 -1.14 18.60
H -15.51 -3.61 16.26
H -14.06 -4.27 18.17
C -17.18 4.19 17.15
N -17.88 3.37 18.12
C -19.09 3.78 18.79
C -19.38 2.56 19.65
N -18.11 1.85 19.72
C -17.28 2.26 18.70
S -15.81 1.53 18.25
H -17.52 3.89 16.14
H -16.10 3.99 17.25
H -17.41 5.25 17.29
H -19.91 4.07 18.09
H -18.93 4.68 19.40
H -20.17 1.94 19.16
H -19.78 2.81 20.66
H -18.05 0.87 20.01
N -11.44 1.77 14.54
C -12.31 0.96 14.58
N -13.16 -0.03 14.62
C -14.43 0.24 14.70
N -15.58 0.42 14.78

(2)
12
Properties=species:S:1:pos:R:3 method="wB97M-V/def2-TZVPD" charge=0 e_above_lowest_kj_mol=410.2 e_lumo_ev=0.19 orbital_gap_ev=8.364 e_homo_ev=-8.172 e_tot_ha=-414.6899
C -1.68 -0.03 0.04
C 0.70 0.99 0.35
C -2.93 -0.39 -0.19
C 0.44 -0.43 -0.16
N -0.70 -0.84 -0.55
N 1.98 1.15 0.47
O -4.06 -0.65 -0.09
O 1.56 -1.15 -0.53
H -1.48 0.88 0.49
H 2.62 0.34 0.30
H 2.32 2.06 0.75
H 1.23 -1.93 -0.89